{
  "formula": "C33H68Br2F3NO16",
  "method": "wB97M-V/def2-TZVPD",
  "multiplicity": 1,
  "total_energy_ha": -8004.0558,
  "smiles": "CCCCOC(=O)O[C@@](CCOCC(F)(F)F)(ON=O)/C(Br)=C(/C)Br.COCCOC.COCCOC.COCCOC.COCCOC.COCCOC",
  "symbols": ["C", "C", "C", "C", "O", "C", "O", "O", "C", "C", "C", "O", "C", "C", "F", "F", "F", "O", "N", "O", "C", "Br", "C", "C", "Br", "H", "H", "H", "H", "H", "H", "H", "H", "H", "H", "H", "H", "H", "H", "H", "H", "H", "H", "C", "O", "C", "C", "O", "C", "H", "H", "H", "H", "H", "H", "H", "H", "H", "H", "C", "O", "C", "C", "O", "C", "H", "H", "H", "H", "H", "H", "H", "H", "H", "H", "C", "O", "C", "C", "O", "C", "H", "H", "H", "H", "H", "H", "H", "H", "H", "H", "C", "O", "C", "C", "O", "C", "H", "H", "H", "H", "H", "H", "H", "H", "H", "H", "C", "O", "C", "C", "O", "C", "H", "H", "H", "H", "H", "H", "H", "H", "H", "H"],
  "positions_angstrom": [[3.49779, -3.99975, -1.39285], [4.27480, -2.79678, -1.93085], [4.39476, -2.75151, -3.46189], [3.04969, -3.04878, -4.10954], [3.01128, -2.43171, -5.42680], [1.77217, -2.20895, -5.86782], [0.86343, -2.96441, -5.73792], [1.66928, -1.04434, -6.56412], [1.76723, 0.17364, -5.80350], [3.26526, 0.45257, -5.53364], [3.72371, 1.90519, -5.61031], [3.52765, 2.65010, -4.42003], [4.50192, 2.41982, -3.45259], [4.43169, 3.50653, -2.37473], [5.61571, 4.13770, -2.24751], [4.17120, 2.95828, -1.16554], [3.49777, 4.42256, -2.60394], [1.26463, 1.12168, -6.73117], [0.67235, 2.25839, -6.07028], [-0.09029, 2.76472, -6.77692], [0.85310, 0.08141, -4.57222], [1.60213, 0.47643, -2.86789], [-0.44850, -0.24183, -4.58114], [-1.31362, -0.37341, -3.37966], [-1.36487, -0.52878, -6.21028], [3.76243, -4.18435, -0.35248], [3.69876, -4.91285, -1.95101], [2.42912, -3.78712, -1.39784], [3.78721, -1.87620, -1.60301], [5.28428, -2.78744, -1.51927], [4.71267, -1.75414, -3.75982], [5.11163, -3.50296, -3.79233], [2.89215, -4.11761, -4.22462], [2.24956, -2.61797, -3.50725], [3.59279, 0.00061, -4.60440], [3.79663, -0.07818, -6.32278], [4.79724, 1.89311, -5.83315], [3.25001, 2.44623, -6.42345], [5.51464, 2.43692, -3.86756], [4.36803, 1.45715, -2.94973], [-1.78033, 0.58078, -3.14271], [-0.78176, -0.76730, -2.52012], [-2.12456, -1.06778, -3.59155], [5.04559, 2.44224, 4.47451], [3.85772, 1.77234, 4.09608], [2.67899, 2.40193, 4.57178], [2.02143, 3.26630, 3.51817], [2.83283, 4.36307, 3.13390], [3.56007, 4.13903, 1.93828], [5.84649, 2.08233, 3.83022], [4.95651, 3.52439, 4.35630], [5.29935, 2.21257, 5.51600], [2.89554, 2.98808, 5.46991], [1.98228, 1.60712, 4.85460], [1.09838, 3.68059, 3.93559], [1.75630, 2.66221, 2.64400], [2.91142, 4.27404, 1.06644], [3.99813, 3.13942, 1.90684], [4.36047, 4.87614, 1.89503], [-1.91094, -3.59741, -0.71122], [-2.43295, -2.27980, -0.68131], [-3.74413, -2.20360, -0.14340], [-3.74440, -1.77623, 1.30799], [-3.10920, -2.72253, 2.15147], [-1.76739, -2.39576, 2.46286], [-0.83123, -3.52071, -0.83896], [-2.12016, -4.13706, 0.21433], [-2.32743, -4.15679, -1.55547], [-4.26296, -3.15876, -0.26786], [-4.28647, -1.45078, -0.72539], [-4.78226, -1.69091, 1.64481], [-3.27250, -0.79344, 1.41487], [-1.72906, -1.62893, 3.24472], [-1.22220, -2.04081, 1.58554], [-1.28655, -3.29885, 2.83556], [-6.12592, -4.00530, -2.90992], [-5.89328, -4.61385, -1.65053], [-7.06986, -4.77841, -0.87567], [-7.63151, -6.18028, -0.97174], [-8.06492, -6.49806, -2.28281], [-7.12220, -7.24737, -3.02871], [-5.25631, -4.20095, -3.53547], [-7.01281, -4.41281, -3.39841], [-6.24117, -2.92152, -2.79714], [-7.82730, -4.04431, -1.16815], [-6.79930, -4.58448, 0.16739], [-8.50518, -6.25013, -0.31685], [-6.89091, -6.90835, -0.62585], [-7.14854, -8.30175, -2.73290], [-6.10744, -6.86463, -2.90177], [-7.39927, -7.17182, -4.07888], [-3.57155, 3.20610, -3.07318], [-3.74579, 2.30157, -1.99296], [-3.32540, 2.83754, -0.74822], [-4.47968, 3.38196, 0.06523], [-5.10800, 4.48713, -0.56013], [-6.28370, 4.14632, -1.27230], [-4.18237, 2.85161, -3.90221], [-3.88107, 4.22101, -2.81890], [-2.52184, 3.21266, -3.38849], [-2.56689, 3.61170, -0.90044], [-2.86152, 2.02030, -0.18615], [-4.09221, 3.73253, 1.02661], [-5.20882, 2.58938, 0.26345], [-7.12674, 4.01898, -0.58435], [-6.15469, 3.23168, -1.85483], [-6.50705, 4.96822, -1.95049], [2.52791, 3.11211, 11.28967], [3.82155, 2.54034, 11.21429], [3.87497, 1.35200, 10.44435], [4.36382, 1.60036, 9.03390], [3.47705, 2.42213, 8.29225], [3.87154, 3.78281, 8.24887], [2.64338, 4.14237, 11.62221], [2.02495, 3.10741, 10.32051], [1.91173, 2.57400, 12.01812], [2.89600, 0.86242, 10.42488], [4.57822, 0.67683, 10.94108], [4.42496, 0.64005, 8.51277], [5.36653, 2.03905, 9.05215], [4.67027, 3.92910, 7.51273], [4.21299, 4.13728, 9.22328], [3.00496, 4.36793, 7.94376]],
  "forces_ev_per_angstrom": [[0.069, 0.274, 0.264], [0.151, -0.021, -0.237], [-0.523, -0.316, 0.215], [0.286, -0.020, -0.130], [0.207, 0.612, 0.602], [-0.025, -0.211, -0.327], [-0.339, -0.176, 0.105], [-0.149, 0.100, -0.018], [0.612, 0.132, 0.440], [-0.057, 0.189, -0.419], [0.419, -0.178, 0.282], [-0.149, 0.256, -0.212], [0.067, -0.101, 0.100], [-0.003, -0.183, 0.212], [-0.044, 0.059, -0.066], [-0.037, 0.022, -0.029], [0.025, 0.054, -0.036], [-0.240, -0.236, -0.297], [-0.270, -0.109, 0.157], [0.269, 0.125, -0.074], [-0.319, -0.088, -0.076], [0.091, -0.051, -0.015], [0.575, 0.049, -0.161], [-0.481, -0.415, -0.108], [-0.075, 0.070, 0.055], [0.018, -0.032, 0.033], [-0.020, -0.042, -0.057], [-0.084, -0.218, -0.170], [-0.004, 0.012, 0.102], [0.018, 0.033, 0.065], [0.216, -0.046, -0.138], [0.216, 0.182, -0.125], [-0.179, -0.037, 0.060], [-0.153, -0.031, -0.084], [-0.039, -0.038, 0.093], [-0.060, -0.020, -0.085], [0.024, -0.014, -0.043], [-0.173, 0.021, 0.064], [-0.010, 0.081, -0.127], [-0.040, -0.033, 0.037], [0.033, 0.164, 0.192], [0.101, 0.180, 0.089], [-0.022, 0.010, -0.023], [0.005, -0.068, 0.046], [0.017, 0.117, -0.088], [-0.013, -0.205, 0.025], [-0.034, 0.193, 0.016], [0.119, -0.099, 0.058], [-0.070, 0.066, -0.059], [-0.002, -0.036, 0.010], [-0.006, 0.007, -0.007], [0.001, 0.048, 0.010], [-0.004, 0.023, -0.001], [-0.019, 0.027, 0.033], [-0.019, -0.043, -0.006], [0.017, -0.026, -0.006], [0.030, -0.050, -0.028], [-0.005, -0.009, 0.018], [-0.026, 0.032, 0.007], [-0.010, 0.024, -0.095], [0.104, -0.015, 0.110], [-0.015, 0.104, -0.172], [-0.080, -0.090, 0.124], [0.070, -0.024, -0.099], [-0.028, 0.008, 0.049], [-0.004, 0.024, -0.030], [-0.004, 0.002, 0.013], [-0.018, -0.040, 0.036], [-0.008, -0.009, 0.028], [-0.025, -0.007, 0.012], [-0.001, 0.039, -0.019], [0.018, 0.010, -0.022], [0.029, 0.024, -0.028], [-0.002, -0.004, -0.009], [-0.026, -0.006, 0.029], [0.071, 0.052, 0.030], [-0.071, -0.077, -0.087], [0.177, 0.051, 0.131], [-0.179, -0.051, -0.051], [0.093, 0.090, -0.038], [-0.043, -0.045, 0.010], [0.027, 0.017, 0.024], [-0.007, -0.011, 0.004], [-0.040, -0.002, -0.024], [-0.024, -0.019, -0.034], [-0.031, 0.006, 0.006], [0.025, -0.005, 0.030], [0.035, 0.014, 0.003], [0.045, 0.002, 0.007], [0.002, 0.010, 0.001], [-0.037, -0.012, 0.006], [0.076, -0.175, -0.097], [-0.082, 0.194, 0.001], [0.042, -0.258, 0.006], [-0.012, 0.176, 0.071], [0.040, -0.058, -0.110], [-0.024, 0.030, 0.047], [0.019, -0.052, 0.002], [0.006, -0.004, 0.065], [-0.010, 0.108, -0.024], [-0.023, 0.039, -0.002], [0.021, 0.023, 0.014], [0.001, -0.037, 0.011], [0.004, -0.031, -0.019], [-0.008, -0.041, -0.019], [0.009, -0.002, -0.005], [0.000, 0.027, 0.028], [0.014, -0.018, 0.058], [-0.026, 0.060, -0.119], [0.107, 0.010, 0.163], [-0.092, -0.088, -0.179], [-0.002, 0.084, 0.094], [-0.005, -0.018, -0.070], [0.019, -0.008, 0.035], [0.003, -0.002, -0.010], [-0.035, -0.004, -0.033], [-0.020, 0.012, -0.034], [-0.015, -0.027, -0.016], [0.033, -0.003, 0.015], [0.009, 0.018, 0.034], [0.023, 0.022, 0.033], [-0.006, -0.003, 0.011], [-0.005, -0.019, -0.032]]
}